DFT (ωB97M-V/def2-TZVPD) results for a cluster of 2 separate species, C6H12O in total.

- largest force on an atom (eV/A) = 0.39
- frontier orbital gap (eV) = 9.44
- ΔE to the lowest compared entry with this formula, charge and spin (kJ/mol) = 159.18
- 2S+1 = 1
- calculated total energy (a.u.) = -310.998644

XYZ file:
```
19
Properties=species:S:1:pos:R:3:forces:R:3
C 1.826987 -0.812533 -0.409540 0.0 0.0 0.0
C 0.420311 -0.970499 0.093022 0.0 -0.3 -0.3
O 0.143817 -0.334382 1.278769 0.1 0.1 0.0
C 0.292020 2.453596 -0.409032 -0.1 0.1 0.1
C -0.347342 2.742845 0.720892 0.1 0.0 -0.2
C -1.921019 -1.867549 -0.000607 -0.1 0.0 0.0
C -0.514866 -1.715279 -0.499643 0.1 0.1 0.1
H 2.064034 0.244447 -0.594454 -0.1 -0.2 0.0
H 1.974365 -1.359051 -1.344524 0.0 0.1 0.1
H 2.544972 -1.182445 0.331893 -0.1 0.0 -0.1
H 0.590914 0.524739 1.274831 -0.1 -0.1 0.0
H 1.258442 2.890974 -0.650215 -0.2 0.0 0.1
H -0.130455 1.763288 -1.136834 0.1 0.1 0.1
H 0.065528 3.430342 1.455562 0.0 -0.1 -0.1
H -1.313032 2.300128 0.953147 0.2 0.0 0.0
H -2.641106 -1.786023 -0.823375 0.1 0.0 0.1
H -2.151201 -1.099737 0.743044 0.0 -0.1 -0.1
H -0.224806 -2.268850 -1.389730 0.0 0.1 0.1
H -2.078028 -2.846440 0.470171 0.0 0.1 -0.1
```
Positions in Å, forces in eV/Å.

natural (NBO) atomic charge list, values in e, 5 entries:
1 C -0.665
2 C 0.302
3 O -0.707
4 C -0.404
5 C -0.399